[1]
131
Properties=species:S:1:pos:R:3 method="wB97M-V/def2-TZVPD" charge=+1 homo_lumo_gap_ev=7.27 e_above_lowest_kcal_mol=1.90 energy_ha=-12115.6711
Bi -0.572 0.301 -0.248
Br 0.448 3.465 -7.576
C 0.174 2.179 -6.222
C 0.733 0.918 -6.350
C 0.538 -0.021 -5.348
C -0.210 0.305 -4.221
C -0.754 1.580 -4.098
C -0.575 2.515 -5.103
N -0.415 -0.614 -3.165
C -0.803 -1.783 -3.454
C -1.069 -2.796 -2.416
C -1.588 -4.023 -2.797
C -1.865 -4.968 -1.818
C -1.619 -4.640 -0.500
C -1.109 -3.379 -0.209
N -0.827 -2.471 -1.138
H 1.323 0.672 -7.222
H 0.993 -1.001 -5.430
H -1.333 1.829 -3.216
H -1.011 3.501 -5.019
H -0.993 -2.091 -4.487
H -1.775 -4.228 -3.843
H -2.271 -5.935 -2.085
H -1.832 -5.330 0.304
H -0.965 -3.068 0.817
C -5.274 2.839 1.345
C -4.327 2.648 2.520
C -4.846 3.244 3.804
O -4.045 1.282 2.734
C -3.026 0.916 1.833
C -2.225 2.266 1.616
O -3.057 3.225 2.226
C -0.745 2.520 1.992
O 0.064 1.592 1.291
C -0.429 2.451 3.487
C 0.538 1.576 3.967
C 0.935 1.615 5.295
C 0.356 2.522 6.169
C -0.618 3.392 5.702
C -0.998 3.369 4.368
C -0.325 3.926 1.509
C 0.974 4.333 1.813
C 1.462 5.559 1.396
C 0.649 6.420 0.667
C -0.644 6.032 0.364
C -1.130 4.794 0.780
C -2.448 -0.471 2.210
O -1.532 -0.866 1.208
C -3.653 -1.437 2.108
C -3.960 -2.017 0.881
C -5.056 -2.858 0.741
C -5.869 -3.130 1.830
C -5.575 -2.551 3.056
C -4.478 -1.713 3.194
C -1.822 -0.633 3.594
C -2.217 0.083 4.722
C -1.699 -0.224 5.972
C -0.774 -1.245 6.123
C -0.374 -1.965 5.008
C -0.905 -1.665 3.762
H -6.227 2.352 1.549
H -4.854 2.412 0.432
H -5.445 3.902 1.177
H -5.799 2.784 4.066
H -4.993 4.316 3.685
H -4.128 3.068 4.605
H -3.484 0.714 0.852
H -2.234 2.435 0.520
H 0.969 0.848 3.296
H 1.689 0.924 5.652
H 0.663 2.554 7.207
H -1.069 4.113 6.372
H -1.718 4.087 4.001
H 1.603 3.683 2.411
H 2.472 5.853 1.655
H 1.019 7.386 0.351
H -1.293 6.697 -0.192
H -2.155 4.542 0.551
H -3.324 -1.818 0.030
H -5.274 -3.301 -0.224
H -6.723 -3.786 1.726
H -6.201 -2.755 3.915
H -4.264 -1.275 4.159
H -2.938 0.880 4.634
H -2.019 0.350 6.832
H -0.372 -1.480 7.100
H 0.335 -2.778 5.112
H -0.622 -2.250 2.899
C 1.911 -2.088 1.654
As 1.892 -0.721 0.294
C 2.634 -1.655 -1.231
C 3.103 0.590 1.104
C 4.082 1.477 0.309
C 4.930 2.174 1.387
C 3.344 2.582 -0.462
As 1.910 2.084 -1.708
C 1.228 3.891 -1.970
C 2.867 1.945 -3.407
C 4.968 0.619 -0.610
As 6.803 1.255 -1.029
C 6.412 2.673 -2.327
C 7.130 -0.152 -2.356
H 2.940 -2.430 1.765
H 1.283 -2.926 1.354
H 1.541 -1.677 2.592
H 3.645 -2.000 -1.027
H 2.628 -1.005 -2.103
H 1.976 -2.505 -1.415
H 3.681 -0.019 1.804
H 2.416 1.209 1.683
H 4.285 2.676 2.112
H 5.586 2.925 0.944
H 5.559 1.460 1.922
H 4.059 3.200 -1.009
H 2.838 3.235 0.252
H 2.068 4.571 -2.113
H 0.650 4.211 -1.104
H 0.597 3.911 -2.858
H 3.531 2.803 -3.518
H 2.131 1.958 -4.209
H 3.447 1.026 -3.484
H 4.457 0.401 -1.551
H 5.161 -0.343 -0.122
H 6.092 3.585 -1.824
H 5.655 2.363 -3.047
H 7.336 2.895 -2.861
H 7.205 -1.118 -1.859
H 8.075 0.045 -2.860
H 6.332 -0.187 -3.100
O -4.682 -0.051 -2.478
C -3.731 0.074 -1.896

---

[2]
10
Properties=species:S:1:pos:R:3 method="wB97M-V/def2-TZVPD" homo_lumo_gap_ev="7.88 / 7.93" e_above_lowest_kcal_mol=78.18 energy_ha=-1662.7882
C -1.016 0.338 -0.553
N 1.485 0.897 -0.439
O -0.219 1.084 1.669
O 0.897 -0.975 0.899
F -0.553 -0.197 -1.747
S 0.328 0.293 0.600
Cl -1.881 -2.191 1.322
Cl -2.246 -0.458 0.046
H 0.980 0.920 -1.411
H 2.225 0.289 -0.385

---

[3]
49
Properties=species:S:1:pos:R:3 method="wB97M-V/def2-TZVPD" homo_lumo_gap_ev="7.68 / 7.69" multiplicity=3 energy_ha=-2798.5902
Ni 0.276 0.344 0.097
C -1.961 -3.174 1.164
C -1.154 -1.921 1.095
N -0.822 -1.326 0.009
N -1.189 -1.784 -1.212
C -0.660 -0.976 -2.143
O 0.062 0.034 -1.925
C -0.965 -1.334 -3.562
C -1.792 -2.407 -3.882
C -2.052 -2.711 -5.209
C -1.487 -1.949 -6.223
C -0.663 -0.878 -5.907
C -0.403 -0.571 -4.580
C -0.679 -1.237 2.323
C -0.949 -1.721 3.598
C -0.474 -1.023 4.697
C 0.258 0.136 4.504
C 0.487 0.554 3.203
N 0.031 -0.107 2.148
H -2.212 -3.492 0.156
H -2.884 -3.013 1.728
H -1.407 -3.974 1.659
H -2.221 -2.994 -3.083
H -2.695 -3.547 -5.453
H -1.688 -2.192 -7.259
H -0.221 -0.283 -6.696
H 0.238 0.257 -4.312
H -1.517 -2.631 3.722
H -0.674 -1.386 5.697
H 0.650 0.705 5.334
H 1.061 1.448 2.985
C -1.365 5.373 -0.726
C -1.653 3.955 -0.372
C -2.838 3.298 -0.117
C -2.486 1.961 0.142
N -1.172 1.818 0.054
N -0.683 3.034 -0.254
C -3.370 0.801 0.460
H -2.284 5.954 -0.703
H -0.941 5.450 -1.728
H -0.660 5.823 -0.026
H -3.827 3.721 -0.126
H 0.316 3.131 -0.374
H -4.415 1.103 0.421
H -3.164 0.416 1.461
H -3.215 -0.011 -0.252
O 1.813 1.728 0.095
N 2.739 0.858 0.073
O 2.291 -0.297 0.096

---

[4]
13
Properties=species:S:1:pos:R:3 method="wB97M-V/def2-TZVPD" homo_lumo_gap_ev=8.77 e_above_lowest_kcal_mol=0.00 energy_ha=-5676.2322
C 0.638 -0.607 0.735
C -0.349 -0.121 0.028
C -2.630 0.369 -0.289
C 2.688 -0.171 0.074
O -1.632 -0.403 0.336
Br 3.019 -1.352 -1.385
Br 3.774 -0.528 1.588
I 2.656 1.879 -0.499
H 0.724 -1.259 1.573
H -0.178 0.524 -0.832
H -2.755 1.334 0.214
H -3.551 -0.204 -0.198
H -2.406 0.539 -1.345

---

[5]
47
Properties=species:S:1:pos:R:3 method="wB97M-V/def2-TZVPD" charge=+1 homo_lumo_gap_ev="4.85 / 4.73" multiplicity=2 e_above_lowest_kcal_mol=61.13 energy_ha=-7262.8152
Ir 0.602 0.531 -0.630
I 1.035 -2.646 3.638
C -0.593 -2.434 2.350
C -1.705 -3.241 2.417
C -2.739 -3.103 1.497
I -4.380 -4.402 1.689
C -2.668 -2.153 0.435
C -3.624 -2.008 -0.584
C -3.406 -1.073 -1.588
C -2.298 -0.251 -1.536
N -1.375 -0.345 -0.564
C -1.534 -1.304 0.388
C -0.465 -1.425 1.345
O 0.568 -0.700 1.276
H -1.770 -3.997 3.184
H -4.521 -2.606 -0.587
H -4.111 -0.964 -2.395
H -2.143 0.525 -2.272
Br 2.866 1.709 -0.675
C 3.753 0.229 -1.571
C 5.120 0.227 -1.661
C 5.753 -0.801 -2.369
C 5.005 -1.791 -2.955
C 3.603 -1.832 -2.809
C 2.837 -2.892 -3.336
C 1.478 -2.929 -3.153
C 0.830 -1.909 -2.449
C 1.524 -0.839 -1.913
C 2.936 -0.794 -2.090
H 5.702 1.010 -1.199
H 6.828 -0.800 -2.454
H 5.485 -2.567 -3.533
H 3.339 -3.678 -3.879
H 0.894 -3.746 -3.545
H -0.241 -1.981 -2.339
F -3.003 6.501 4.474
C -2.469 5.586 3.680
C -1.415 5.930 2.829
F -0.944 7.170 2.818
C -0.861 4.964 2.001
F 0.146 5.255 1.177
C -1.339 3.657 2.010
Se -0.564 2.299 0.964
C -2.389 3.330 2.863
F -2.827 2.066 2.847
C -2.960 4.277 3.698
F -3.958 3.944 4.508

---

[6]
70
Properties=species:S:1:pos:R:3 method="wB97M-V/def2-TZVPD" homo_lumo_gap_ev="8.50 / 8.45" multiplicity=2 e_above_lowest_kcal_mol=12.45 energy_ha=-2999.7762
Fe 0.428 -0.134 -0.019
O 3.033 0.248 2.880
C 2.105 0.282 2.103
O 1.943 -0.465 1.053
C 0.977 1.270 2.292
C 0.946 2.201 3.314
C -0.122 3.078 3.371
C -1.117 2.999 2.404
C -1.013 2.035 1.419
N 0.012 1.188 1.379
H 1.761 2.213 4.023
H -0.180 3.822 4.154
H -1.959 3.676 2.408
H -1.752 1.931 0.636
N 1.502 -1.223 -1.406
C 2.373 -0.311 -2.186
C 2.229 1.148 -1.755
O 2.921 1.986 -2.301
O 1.347 1.365 -0.839
H 2.067 -1.782 -0.774
H 1.001 -1.855 -2.016
H 2.111 -0.360 -3.242
H 3.421 -0.591 -2.088
C -5.004 0.031 -4.133
C -5.573 0.416 -2.795
C -6.944 0.534 -2.604
C -7.478 0.886 -1.373
C -6.632 1.158 -0.311
C -5.259 1.071 -0.484
C -4.729 0.677 -1.709
N -3.332 0.587 -1.911
C -2.390 0.037 -1.078
N -2.863 -0.644 -0.022
C -2.139 -1.433 0.912
C -0.751 -1.381 1.002
C -0.170 -2.204 1.974
C -0.927 -3.018 2.804
C -2.306 -3.039 2.681
C -2.934 -2.248 1.733
C -4.435 -2.277 1.596
N -1.112 0.148 -1.335
C -0.791 0.489 -2.688
C -0.387 1.770 -3.041
C -0.034 2.054 -4.351
C -0.097 1.059 -5.315
C -0.528 -0.213 -4.968
C -0.888 -0.520 -3.660
C -1.401 -1.893 -3.306
H -5.803 -0.158 -4.848
H -4.391 -0.868 -4.059
H -4.371 0.820 -4.549
H -7.605 0.335 -3.438
H -8.550 0.959 -1.249
H -7.033 1.456 0.649
H -4.591 1.325 0.331
H -2.961 0.974 -2.766
H -3.865 -0.683 0.053
H 0.904 -2.217 2.088
H -0.436 -3.633 3.548
H -2.906 -3.675 3.321
H -4.862 -2.995 2.294
H -4.750 -2.571 0.590
H -4.893 -1.307 1.816
H -0.301 2.522 -2.270
H 0.313 3.046 -4.608
H 0.195 1.271 -6.336
H -0.585 -0.988 -5.725
H -1.236 -2.589 -4.127
H -2.474 -1.871 -3.100
H -0.939 -2.293 -2.402

---

[7]
51
Properties=species:S:1:pos:R:3 method="wB97M-V/def2-TZVPD" homo_lumo_gap_ev=7.41 e_above_lowest_kcal_mol=24.49 energy_ha=-1928.6157
Pd -1.723 0.277 -0.355
C 5.435 -1.389 1.079
C 5.012 -0.075 1.218
C 3.735 0.288 0.813
C 2.862 -0.657 0.278
C 3.298 -1.973 0.142
C 4.577 -2.337 0.537
P 1.174 -0.101 -0.172
C 0.657 -1.411 -1.347
C 1.149 -1.311 -2.652
C 0.749 -2.205 -3.627
C -0.174 -3.201 -3.325
C -0.676 -3.304 -2.040
C -0.256 -2.420 -1.052
C 0.243 -0.587 1.339
C 0.737 -1.204 2.485
C -0.120 -1.504 3.539
C -1.474 -1.213 3.458
C -2.001 -0.602 2.320
C -1.118 -0.302 1.302
H 6.433 -1.674 1.387
H 5.679 0.670 1.633
H 3.416 1.319 0.911
H 2.636 -2.721 -0.279
H 4.904 -3.362 0.422
H 1.851 -0.523 -2.906
H 1.142 -2.114 -4.632
H -0.506 -3.885 -4.095
H -1.403 -4.068 -1.797
H -0.647 -2.532 -0.049
H 1.791 -1.448 2.552
H 0.273 -1.979 4.428
H -2.132 -1.467 4.280
H -3.060 -0.390 2.233
N -2.806 7.548 0.210
C -2.519 6.438 0.162
C -2.160 5.043 0.103
C -2.057 4.296 1.269
C -1.715 2.962 1.161
N -1.472 2.377 -0.014
C -1.580 3.100 -1.134
C -1.916 4.439 -1.123
H -2.246 4.736 2.237
H -1.621 2.337 2.039
H -1.396 2.580 -2.066
H -1.995 4.990 -2.048
F -3.309 -1.296 -0.895
B -3.862 -0.292 -1.797
F -2.699 0.171 -2.523
F -4.820 -0.805 -2.603
F -4.288 0.783 -1.005

---

[8]
20
Properties=species:S:1:pos:R:3 method="wB97M-V/def2-TZVPD" charge=-1 homo_lumo_gap_ev=7.05 energy_ha=-1265.8362
C -0.439 0.820 -2.513
P -1.597 -0.159 -1.370
C -0.860 -1.885 -1.141
Al -1.204 0.863 0.722
I -2.830 2.759 1.402
O -0.838 -0.290 2.094
C 0.541 -0.501 2.119
C 1.351 0.726 1.578
O 2.537 0.319 0.944
O 0.555 1.443 0.693
H 0.247 0.157 -3.045
H -1.065 1.351 -3.233
H 0.115 1.568 -1.942
H 0.123 -1.968 -1.613
H -1.565 -2.616 -1.531
H -0.699 -2.055 -0.072
H 0.819 -1.312 1.418
H 0.866 -0.826 3.112
H 1.636 1.459 2.341
H 2.307 0.146 0.037